Here is C25H46DyP2 as an isolated structure at a distorted geometry from the Open Molecules 2025 dataset. Energies are from the ωB97M-V functional and the def2-TZVPD basis.

Values from the calculation:
HOMO energy (alpha / beta): -0.394 / -0.392 Ha
Kohn-Sham gap (alpha / beta): 6.971 / 7.080 eV
⟨S²⟩: 9.326
Spin multiplicity: 6
Total charge: +1

Last column: Löwdin charge in e.
Element x y z (Å)
Dy 0.077 -0.123 2.230  0.9436
C -0.693 -2.057 3.037  -0.3379
C 0.686 -2.189 2.604  -0.3512
C 0.605 -0.596 4.314  -0.3348
C -0.747 -1.071 4.062  -0.3376
C 1.481 -1.310 3.432  -0.3604
C -1.840 -2.903 2.573  -0.0174
H -1.622 -3.384 1.617  0.0659
H -2.755 -2.315 2.460  0.0778
H -2.045 -3.700 3.301  0.1056
C -1.963 -0.613 4.805  -0.0196
H -2.875 -0.828 4.242  0.0842
H -1.922 0.466 4.979  0.0682
H -2.035 -1.121 5.776  0.1035
C 0.984 0.399 5.367  -0.0009
H 1.038 -0.071 6.359  0.1072
H 0.248 1.208 5.410  0.0736
H 1.960 0.844 5.154  0.0800
C 2.979 -1.267 3.463  -0.0255
H 3.357 -1.910 4.269  0.1038
H 3.352 -0.256 3.645  0.0698
H 3.408 -1.631 2.526  0.0728
C 1.220 -3.230 1.666  -0.0094
H 1.593 -4.107 2.215  0.1091
H 2.045 -2.836 1.066  0.0772
H 0.445 -3.577 0.977  0.0705
C -2.103 0.883 -4.965  -0.1084
C -1.990 -0.448 -5.037  -0.1212
C -0.992 -1.300 -5.776  -0.1862
C 0.313 -0.620 -6.243  -0.1916
C 1.117 -0.038 -5.105  -0.1001
C 0.987 1.154 -4.510  -0.1287
C 0.023 2.278 -4.785  -0.1872
C -1.241 1.943 -5.608  -0.1903
H -1.487 -1.755 -6.649  0.1186
H 0.093 0.132 -7.002  0.0991
H -0.729 -2.143 -5.122  0.1080
H -0.962 1.667 -6.627  0.0998
H -2.906 1.268 -4.335  0.0963
H -2.727 -1.027 -4.478  0.0949
H -1.830 2.863 -5.696  0.1110
H -0.295 2.686 -3.816  0.0951
H 1.677 1.364 -3.692  0.0859
H 0.563 3.098 -5.284  0.1187
H 0.922 -1.384 -6.742  0.1109
H 1.885 -0.699 -4.703  0.0989
P -1.011 -0.050 0.238  0.7571
P 1.563 1.197 1.149  0.7254
C -0.205 1.148 -0.956  -0.3450
C 0.679 2.133 -0.184  -0.3556
H -0.965 1.661 -1.555  0.0923
H 0.405 0.549 -1.643  0.0759
H 1.383 2.657 -0.841  0.0981
H 0.063 2.870 0.340  0.0766
C 2.404 2.525 2.096  -0.2033
H 3.100 2.118 2.838  0.0490
H 1.654 3.137 2.607  0.0530
H 2.939 3.151 1.378  0.0598
C 2.974 0.447 0.225  -0.2108
H 3.388 1.151 -0.506  0.0593
H 2.633 -0.454 -0.292  0.0428
H 3.763 0.161 0.925  0.0459
C -2.768 0.498 0.253  -0.2075
H -3.381 -0.122 0.917  0.0559
H -3.144 0.456 -0.772  0.0565
H -2.809 1.539 0.589  0.0469
C -1.131 -1.548 -0.831  -0.2181
H -0.154 -2.036 -0.886  0.0429
H -1.459 -1.280 -1.842  0.0472
H -1.850 -2.254 -0.407  0.0465
C -1.187 1.910 2.872  -0.2556
H -0.747 2.378 3.772  -0.0214
H -2.245 1.645 3.067  -0.0161
H -1.192 2.670 2.074  -0.0391

=====

Here is a 3-piece molecular cluster, C25H36F6O8 overall from the Open Molecules 2025 dataset. Energies are from the ωB97M-V functional and the def2-TZVPD basis.

Values from the calculation:
HOMO energy: -0.358 Ha
SMILES string: COCCCCCCCCCCC1=C(O)C(=O)C=CC1=O.CCOC(=O)C(F)(F)F.CCOC(=O)C(F)(F)F
Kohn-Sham gap: 8.536 eV
Energy relative to the best compared isomer or geometry (same formula, charge and spin): 0.0 kJ/mol

Last column: Löwdin charge in e.
Element x y z (Å)
C 1.774 -3.055 0.625  -0.1115
O 2.216 -1.775 0.246  -0.2107
C 2.909 -1.776 -0.988  -0.2443
C 3.134 -0.349 -1.456  -0.1652
C 3.864 0.528 -0.418  -0.1886
C 3.182 1.837 -0.015  -0.2210
C 1.904 1.715 0.813  -0.1960
C 0.656 1.208 0.078  -0.1997
C -0.673 1.746 0.650  -0.1976
C -1.593 2.385 -0.398  -0.2024
C -2.467 1.359 -1.142  -0.1752
C -3.917 1.288 -0.613  -0.1131
C -4.534 -0.080 -0.601  -0.0703
C -3.990 -1.174 -0.055  -0.1915
O -2.775 -1.186 0.573  0.0640
C -4.652 -2.514 -0.249  -0.3245
O -3.995 -3.520 -0.389  0.1226
C -6.134 -2.481 -0.321  0.0219
C -6.703 -1.391 -0.828  0.0286
C -5.851 -0.259 -1.281  -0.3336
O -6.222 0.485 -2.159  0.1233
H 1.183 -3.526 -0.168  0.0868
H 1.147 -2.944 1.508  0.0847
H 2.613 -3.715 0.877  0.0882
H 2.324 -2.334 -1.730  0.1203
H 3.874 -2.289 -0.874  0.1260
H 2.188 0.089 -1.770  0.0971
H 3.751 -0.421 -2.356  0.1113
H 4.069 -0.062 0.479  0.1113
H 4.841 0.790 -0.833  0.0981
H 3.019 2.466 -0.896  0.1043
H 3.905 2.379 0.605  0.1042
H 1.667 2.710 1.205  0.1030
H 2.102 1.083 1.683  0.1173
H 0.634 0.119 0.123  0.0954
H 0.713 1.485 -0.979  0.1027
H -0.467 2.488 1.426  0.1009
H -1.218 0.930 1.130  0.0955
H -0.991 2.940 -1.121  0.1056
H -2.237 3.118 0.096  0.1035
H -2.001 0.375 -1.098  0.1025
H -2.514 1.633 -2.198  0.1119
H -3.984 1.728 0.387  0.1288
H -4.539 1.908 -1.259  0.1127
H -2.905 -1.314 1.521  0.1228
H -6.695 -3.344 0.010  0.1217
H -7.774 -1.306 -0.962  0.1243
C -2.899 -4.414 3.060  -0.0500
C -4.386 -4.185 3.222  -0.1988
O -4.878 -4.760 4.449  0.0380
C -4.700 -4.029 5.537  -0.4032
O -4.200 -2.946 5.610  0.1703
C -5.290 -4.766 6.759  -0.5531
F -4.937 -6.053 6.766  0.1704
F -6.627 -4.694 6.717  0.1673
F -4.871 -4.201 7.884  0.1774
H -2.672 -5.478 3.117  0.0875
H -2.572 -4.041 2.088  0.0720
H -2.336 -3.902 3.840  0.0810
H -4.937 -4.685 2.428  0.1241
H -4.634 -3.123 3.196  0.1195
C 7.920 4.006 -5.127  -0.0591
C 6.448 4.349 -5.089  -0.1920
O 5.898 4.142 -3.770  0.0314
C 6.097 5.119 -2.899  -0.4045
O 6.670 6.150 -3.081  0.1729
C 5.424 4.757 -1.558  -0.5496
F 5.691 3.495 -1.210  0.1639
F 4.096 4.894 -1.676  0.1646
F 5.848 5.563 -0.593  0.1787
H 8.083 2.984 -4.784  0.0836
H 8.293 4.095 -6.147  0.0828
H 8.495 4.678 -4.491  0.0791
H 5.872 3.688 -5.732  0.1250
H 6.264 5.378 -5.395  0.1250

=====

Here is a 8-piece molecular cluster, C3H19NO9S overall at a distorted geometry from the Open Molecules 2025 dataset. Energies are from the ωB97M-V functional and the def2-TZVPD basis.

Values from the calculation:
HOMO energy (alpha / beta): -0.236 / -0.236 Ha
Kohn-Sham gap (alpha / beta): 9.009 / 6.431 eV
⟨S²⟩: 0.753
Spin multiplicity: 2
Total charge: -1

Last column: Löwdin charge in e.
Element x y z (Å)
C 1.560 0.314 -0.561  -0.4004
C 2.444 1.331 -1.236  -0.5322
S 3.399 2.370 0.066  0.5276
N 0.312 -0.096 -1.114  -0.0100
C -0.014 -1.543 -1.588  -0.6343
O 0.679 -2.464 -1.161  -0.0029
O -0.897 -1.542 -2.507  -0.0599
H 2.256 -0.616 -0.476  0.1287
H 1.389 0.461 0.590  0.1001
H 1.917 2.014 -1.932  0.0687
H 3.364 0.774 -1.598  0.0715
H -0.115 0.643 -1.781  0.1386
H -2.238 1.534 -1.088  -0.0293
H -1.091 1.447 -0.205  -0.0633
O -1.751 1.983 -0.444  0.0065
H -1.760 2.326 2.545  -0.0446
H -0.469 1.845 3.158  0.0673
O -1.417 2.070 3.344  -0.0307
H 0.130 -2.930 0.335  -0.0248
H -0.076 -1.885 1.317  0.0967
O -0.105 -2.972 1.298  -0.1596
H -3.152 1.466 0.717  -0.0349
H -2.811 0.803 1.951  -0.0707
O -3.480 1.221 1.544  -0.0055
H 2.691 -1.255 1.830  0.0449
H 2.057 -2.721 1.853  0.0180
O 2.920 -2.238 1.922  -0.1230
H -2.666 -1.765 0.662  0.0501
H -1.771 -0.552 0.638  -0.0114
O -2.172 -1.175 1.206  -0.0130
H -2.011 -0.416 -2.458  0.0537
H -3.605 -0.324 -2.130  0.0474
O -2.846 0.279 -2.312  -0.1691

=====

Here is C33H33IrN6O3 as an isolated structure from the Open Molecules 2025 dataset. Energies are from the ωB97M-V functional and the def2-TZVPD basis.

Values from the calculation:
HOMO energy: -0.272 Ha
Kohn-Sham gap: 7.707 eV
Energy relative to the best compared isomer or geometry (same formula, charge and spin): 0.0 kJ/mol

Last column: Löwdin charge in e.
Element x y z (Å)
Ir -0.451 0.611 -0.904  1.3599
O -2.084 -0.671 4.091  0.0520
C -1.564 -1.827 3.648  -0.2718
C -1.484 -2.886 4.555  -0.0169
C -0.967 -4.105 4.167  -0.0861
C -0.517 -4.302 2.863  -0.0956
C -0.584 -3.255 1.965  -0.0371
C -1.094 -2.009 2.335  -0.0760
C -1.085 -0.913 1.341  -0.4112
O -0.458 -1.116 0.235  -0.1649
N -1.698 0.208 1.655  0.0750
N -1.513 1.164 0.672  -0.1668
C -1.865 2.374 0.910  -0.0775
C -1.583 3.516 0.059  -0.1653
C -1.878 4.770 0.623  -0.0578
C -1.574 5.952 -0.011  -0.1028
C -0.950 5.898 -1.259  -0.0857
C -0.653 4.690 -1.847  -0.0177
C -0.959 3.464 -1.224  -0.3507
O -0.713 2.364 -1.891  -0.2172
H -2.104 -0.046 3.326  0.0626
H -1.845 -2.720 5.562  0.1160
H -0.921 -4.915 4.883  0.1021
H -0.128 -5.263 2.555  0.0969
H -0.251 -3.378 0.943  0.1125
H -2.361 2.562 1.860  0.1371
H -2.356 4.792 1.596  0.1094
H -1.811 6.901 0.451  0.0961
H -0.694 6.816 -1.774  0.1024
H -0.182 4.646 -2.820  0.1131
N 0.719 0.230 -2.618  -0.0167
C 0.643 -1.110 -3.128  -0.2452
C 1.802 -1.849 -3.302  -0.0464
C 1.724 -3.162 -3.743  -0.0873
C 0.481 -3.716 -4.002  -0.0796
C -0.670 -2.966 -3.812  -0.0213
C -0.624 -1.645 -3.369  -0.1205
C -1.879 -0.885 -3.110  -0.1822
C -2.971 -1.148 -3.944  -0.0580
C -4.227 -0.642 -3.673  -0.0956
C -4.408 0.122 -2.530  -0.0906
C -3.325 0.417 -1.718  -0.0983
C -2.030 -0.034 -1.995  -0.2084
H 1.677 0.521 -2.444  0.1079
H 0.297 0.913 -3.251  0.1172
H 2.763 -1.392 -3.093  0.1122
H 2.627 -3.742 -3.879  0.1017
H 0.403 -4.742 -4.338  0.1030
H -1.635 -3.426 -3.976  0.1134
H -2.825 -1.760 -4.827  0.1063
H -5.055 -0.849 -4.340  0.0979
H -5.390 0.505 -2.279  0.0999
H -3.492 1.040 -0.849  0.0842
C 4.280 -1.575 1.260  -0.1567
C 3.031 -2.029 0.536  -0.1724
N 2.399 -0.849 -0.022  0.0702
C 2.208 0.285 0.717  -0.3606
N 1.394 1.213 0.271  -0.0300
C 1.453 2.479 0.990  -0.1984
C 1.411 2.231 2.487  -0.1481
C 2.661 1.456 2.843  -0.1527
N 2.951 0.421 1.851  -0.0238
C 3.855 -0.611 2.347  -0.1569
H 4.950 -1.082 0.552  0.1212
H 4.810 -2.416 1.706  0.1186
H 2.363 -2.557 1.228  0.1199
H 3.261 -2.704 -0.288  0.1207
H 1.643 -1.024 -0.665  0.0749
H 0.625 3.104 0.665  0.0823
H 2.376 3.017 0.734  0.1288
H 0.515 1.652 2.727  0.1089
H 1.380 3.161 3.055  0.1198
H 2.561 0.969 3.818  0.1245
H 3.521 2.131 2.902  0.1263
H 3.353 -1.163 3.152  0.1302
H 4.721 -0.111 2.789  0.1256

=====

How do the records compare in DFT total energy? In the order shown, they have -69319.192; -59192.746; -34172.192; -52681.812 eV.